No. 1
Molecular formula: C2HNO4
Method: DFT, ωB97M-V/def2-TZVPD

Structure (XYZ):
```
8
C2HNO4, DFT ωB97M-V/def2-TZVPD
C 0.72 -0.13 0.85
C -1.13 0.53 -0.25
H 0.84 -1.17 -1.10
N 0.78 -0.38 -0.58
O 1.63 -0.51 1.55
O -0.33 0.24 -1.22
O -2.24 0.77 -0.28
O -0.27 0.63 1.04
```

Calculated values
SMILES string = O=c1[nH]oc(=O)o1
E = -11768.0905 eV
Orbital gap = 11.41 eV
Energy above the lowest of the compared OMol25 structures with the same formula, charge and spin = 1.188 eV

No. 2
Molecular formula: C14H18N2O2PdS
Method: DFT, ωB97M-V/def2-TZVPD

Structure (XYZ):
```
38
C14H18N2O2PdS, DFT ωB97M-V/def2-TZVPD
Pd 0.14 0.44 -0.67
C 2.65 -3.97 -0.52
C 1.68 -2.82 -0.12
O 0.97 -2.35 -1.04
C 1.72 -2.48 1.24
C 1.01 -1.48 1.98
C 1.24 -1.52 3.48
N 0.23 -0.57 1.49
N -0.40 0.21 2.46
C -0.71 1.42 2.08
O -0.47 2.02 0.99
C -1.47 2.20 3.13
C -1.86 3.51 2.85
C -2.55 4.27 3.79
C -2.86 3.73 5.03
C -2.47 2.43 5.33
C -1.78 1.67 4.39
H 2.61 -4.08 -1.60
H 2.35 -4.91 -0.05
H 3.68 -3.75 -0.21
H 2.41 -3.07 1.83
H 1.92 -2.34 3.75
H 0.29 -1.64 4.00
H 1.66 -0.57 3.84
H -1.61 3.89 1.87
H -2.85 5.28 3.54
H -3.40 4.32 5.77
H -2.70 2.00 6.30
H -1.47 0.66 4.59
C 0.12 0.41 -3.20
S -1.06 1.65 -2.63
C -1.71 2.06 -4.31
H 0.93 0.89 -3.75
H -0.38 -0.33 -3.83
H 0.59 -0.21 -2.38
H -2.17 1.19 -4.78
H -0.91 2.44 -4.96
H -2.46 2.84 -4.20
```

Calculated values
Net charge = -2
E = -36197.7281 eV
Orbital gap = 4.32 eV
Energy above the lowest of the compared OMol25 structures with the same formula, charge and spin = 0.000 eV

No. 3
Molecular formula: C34H18IN9PbSe
Method: DFT, ωB97M-V/def2-TZVPD

Structure (XYZ):
```
64
C34H18IN9PbSe, DFT ωB97M-V/def2-TZVPD
Pb -1.02 -1.10 -1.23
C 0.34 -2.14 5.63
C -0.88 -1.48 5.79
C -1.59 -1.01 4.69
C -1.02 -1.23 3.45
C -1.48 -0.88 2.09
N -2.65 -0.21 1.93
C -2.86 0.54 0.91
C -4.08 1.36 0.71
C -5.28 1.41 1.37
C -6.22 2.33 0.90
C -5.94 3.16 -0.17
C -4.71 3.11 -0.83
C -3.80 2.19 -0.37
C -2.44 1.84 -0.83
N -1.83 2.49 -1.81
C -0.60 2.16 -2.17
N 0.07 1.03 -1.93
C 1.38 1.19 -2.39
N 2.40 0.43 -2.22
C 2.40 -0.68 -1.40
N 1.41 -1.30 -0.84
C 1.91 -2.43 -0.02
N 1.55 -2.38 1.38
C 0.47 -1.91 1.83
N -0.65 -1.31 1.17
C 0.18 -1.88 3.29
C 0.90 -2.35 4.37
C 3.41 -2.32 -0.17
C 4.44 -3.04 0.41
C 5.74 -2.71 0.06
C 6.01 -1.68 -0.84
C 4.98 -0.94 -1.40
C 3.69 -1.29 -1.04
C 1.48 2.50 -3.09
C 2.52 3.12 -3.74
C 2.27 4.39 -4.26
C 1.03 5.00 -4.11
C -0.01 4.37 -3.44
C 0.24 3.11 -2.94
N -1.94 0.84 -0.09
H 0.86 -2.50 6.51
H -1.28 -1.34 6.78
H -2.54 -0.51 4.79
H -5.49 0.75 2.20
H -7.19 2.39 1.39
H -6.70 3.86 -0.51
H -4.49 3.76 -1.67
H 1.84 -2.85 4.24
H 4.24 -3.83 1.13
H 6.56 -3.27 0.49
H 7.04 -1.45 -1.09
H 5.17 -0.12 -2.08
H 3.48 2.64 -3.83
H 3.06 4.91 -4.79
H 0.88 5.99 -4.53
H -0.98 4.83 -3.31
I 1.78 -5.52 0.33
C 1.33 -3.70 -0.67
H 1.72 -3.80 -1.68
H 0.24 -3.68 -0.68
Se -4.25 -1.89 -0.96
C -2.97 -3.10 -0.48
N -2.11 -3.85 -0.26
```

Calculated values
E = -127658.0055 eV
Orbital gap = 5.43 eV
Energy above the lowest of the compared OMol25 structures with the same formula, charge and spin = 0.000 eV

No. 4
Molecular formula: C31H41N2O4PSr
Method: DFT, ωB97M-V/def2-TZVPD

Structure (XYZ):
```
80
C31H41N2O4PSr, DFT ωB97M-V/def2-TZVPD
Sr -1.00 0.31 0.55
C 1.35 0.86 2.78
C 0.28 0.29 3.72
O -0.84 -0.13 2.92
C -2.06 -0.37 3.62
C -3.15 -0.73 2.62
O -3.19 0.13 1.46
C -3.82 1.42 1.56
C -2.86 2.54 1.95
O -1.77 2.55 1.01
C -0.72 3.50 1.26
C 0.28 2.96 2.26
O 0.77 1.71 1.79
H 1.87 0.07 2.23
H 2.08 1.40 3.38
H -0.07 1.03 4.44
H 0.68 -0.57 4.27
H -2.32 0.53 4.20
H -1.94 -1.20 4.33
H -4.12 -0.70 3.12
H -2.99 -1.73 2.23
H -4.65 1.37 2.27
H -4.23 1.62 0.57
H -2.48 2.41 2.96
H -3.40 3.49 1.90
H -1.15 4.44 1.59
H -0.24 3.66 0.29
H -0.18 2.84 3.25
H 1.11 3.68 2.36
N -1.29 -1.27 -1.78
C -0.91 -0.87 -3.12
C -1.38 -1.60 -4.21
C -1.01 -1.25 -5.50
C -0.15 -0.18 -5.71
C 0.31 0.55 -4.63
C -0.07 0.22 -3.32
P 0.42 1.25 -1.90
C 0.81 2.88 -2.58
C -0.24 3.81 -2.58
C -0.07 5.07 -3.12
C 1.16 5.43 -3.65
C 2.22 4.52 -3.64
C 2.04 3.26 -3.11
C 2.00 0.53 -1.33
C 2.27 -0.83 -1.52
C 3.39 -1.42 -0.95
C 4.26 -0.66 -0.19
C 4.01 0.70 0.00
C 2.89 1.28 -0.56
H -2.19 -1.74 -1.83
H -0.64 -1.96 -1.43
H -2.03 -2.45 -4.04
H -1.38 -1.82 -6.34
H 0.15 0.10 -6.71
H 0.96 1.40 -4.80
H -1.21 3.53 -2.17
H -0.89 5.77 -3.13
H 1.30 6.42 -4.07
H 3.17 4.81 -4.06
H 2.87 2.56 -3.12
H 1.62 -1.43 -2.16
H 3.59 -2.47 -1.13
H 5.15 -1.11 0.24
H 4.70 1.30 0.57
H 2.71 2.34 -0.41
C -1.24 -5.17 2.57
C -0.01 -4.76 1.75
C 1.26 -4.81 2.61
C 0.14 -5.64 0.51
C -0.20 -3.37 1.30
N -0.35 -2.29 0.93
H -1.11 -6.20 2.91
H -2.15 -5.13 1.97
H -1.36 -4.54 3.45
H 1.42 -5.84 2.94
H 1.17 -4.19 3.50
H 2.14 -4.50 2.05
H 0.30 -6.67 0.83
H 1.00 -5.34 -0.10
H -0.76 -5.61 -0.11
```

Calculated values
Net charge = +2
E = -54096.7367 eV
Orbital gap = 8.83 eV
Energy above the lowest of the compared OMol25 structures with the same formula, charge and spin = 0.415 eV

No. 5
Molecular formula: C13H22As2N5OPdS
Method: DFT, ωB97M-V/def2-TZVPD

Structure (XYZ):
```
45
C13H22As2N5OPdS, DFT ωB97M-V/def2-TZVPD
Pd 0.80 0.27 0.30
C 1.95 5.44 -0.24
C 2.74 4.19 -0.20
N 4.03 4.10 -0.22
N 4.31 2.77 -0.17
C 3.23 2.01 -0.13
S 3.12 0.29 -0.11
N 2.21 2.90 -0.14
N 0.86 2.50 -0.16
H 2.63 6.28 -0.30
H 1.34 5.55 0.65
H 1.30 5.47 -1.13
H 5.28 2.47 -0.19
H 0.50 2.66 -1.10
H 0.33 3.09 0.48
C -2.59 1.51 -0.61
As -1.68 0.06 0.30
C -2.48 -0.01 2.06
C -2.08 -1.56 -0.62
C -3.32 -1.81 -1.19
C -3.54 -3.03 -1.83
C -2.54 -3.99 -1.88
C -1.29 -3.74 -1.31
C -1.08 -2.52 -0.68
As 0.59 -2.15 0.20
C 2.03 -2.98 -0.77
C 0.57 -2.95 1.95
H -3.66 1.37 -0.43
H -2.39 1.47 -1.68
H -2.31 2.47 -0.19
H -3.50 -0.36 1.95
H -2.49 0.99 2.51
H -1.94 -0.70 2.70
H -4.12 -1.08 -1.16
H -4.50 -3.23 -2.28
H -2.72 -4.93 -2.38
H -0.52 -4.50 -1.37
H 1.95 -4.06 -0.62
H 2.98 -2.64 -0.37
H 1.95 -2.75 -1.83
H 0.34 -4.01 1.83
H -0.21 -2.50 2.57
H 1.54 -2.85 2.42
O 1.51 -0.05 3.01
N 0.87 0.56 2.36
```

Calculated values
Net charge = +3
E = -159298.6230 eV
Orbital gap (alpha / beta) = 6.50 / 6.48 eV
Energy above the lowest of the compared OMol25 structures with the same formula, charge and spin = 0.000 eV

No. 6
Molecular formula: C22H28N2O6S
Method: DFT, ωB97M-V/def2-TZVPD

Structure (XYZ):
```
59
C22H28N2O6S, DFT ωB97M-V/def2-TZVPD
C -0.19 2.96 2.57
H -0.99 2.71 1.74
O 0.32 1.61 3.05
C 1.20 0.97 2.03
C 1.55 1.38 0.62
C 2.55 0.91 -0.10
C 3.16 -0.15 0.32
C 2.76 -1.01 1.64
C 1.84 -0.34 2.46
O 1.44 -0.89 3.58
C 0.30 -0.73 4.38
H 0.19 -1.69 4.91
H 0.10 0.12 4.59
H -0.57 -0.68 3.52
O 3.23 -2.17 2.11
C 4.28 -2.60 1.41
H 4.41 -3.53 1.89
H 5.14 -2.03 1.24
H 3.76 -3.16 0.56
H 3.89 -0.73 -0.11
C 2.77 1.35 -1.38
O 2.50 2.71 -1.53
N 3.37 0.68 -2.16
H 3.56 -0.16 -1.97
C 3.16 0.63 -3.57
H 2.79 1.94 -3.73
H 4.00 0.74 -4.42
C 1.96 -0.03 -4.08
C 0.94 0.14 -3.25
C 0.72 -0.96 -2.33
C -0.11 -1.04 -1.15
C -0.87 0.04 -1.15
C -0.87 1.21 -1.96
C 0.04 1.13 -3.20
H 0.14 1.97 -3.83
H -1.48 2.06 -1.64
S -2.05 0.07 0.26
O -2.35 1.88 0.59
O -1.47 -0.52 1.41
N -3.22 -0.48 -0.26
C -4.64 0.43 -0.61
H -4.11 1.54 -0.53
H -4.92 0.01 -1.58
C -5.42 -0.03 0.47
H -6.37 0.09 0.46
H -5.25 0.44 1.45
C -5.31 -1.53 0.67
H -6.06 -2.09 0.01
H -5.34 -2.05 1.86
C -3.62 -1.75 0.31
H -3.08 -2.06 1.12
H -3.72 -2.67 -0.43
H -0.36 -1.87 -0.45
H 1.31 -1.79 -2.49
H 2.20 -0.86 -4.44
H 1.60 0.64 -5.05
H 1.20 2.36 0.37
H -0.59 3.28 3.43
H 0.61 3.62 2.36
```

Calculated values
E = -49347.4310 eV
Orbital gap = 7.71 eV
Energy above the lowest of the compared OMol25 structures with the same formula, charge and spin = 22.267 eV

No. 7
Molecular formula: C12H13O2
Method: DFT, ωB97M-V/def2-TZVPD

Structure (XYZ):
```
27
C12H13O2, DFT ωB97M-V/def2-TZVPD
C -3.76 -0.95 -0.17
C -3.99 0.39 0.08
C -2.48 -1.44 -0.30
C -2.91 1.28 0.21
C -1.36 -0.60 -0.17
C -1.71 0.68 0.08
C 3.52 -0.32 0.01
C 0.04 -1.13 -0.33
C 0.80 2.04 0.09
C 2.40 -1.14 0.61
C 2.90 0.97 -0.52
C 1.11 -0.35 0.44
O 4.67 -0.61 -0.06
O 1.46 0.86 -0.35
H -4.60 -1.62 -0.26
H -5.00 0.78 0.17
H -2.31 -2.49 -0.53
H -3.06 2.33 0.40
H 0.06 -2.17 0.02
H 0.30 -1.14 -1.39
H 0.68 2.76 -0.70
H 1.09 2.40 1.07
H 2.38 -2.10 0.10
H 2.64 -1.34 1.66
H 3.30 1.83 0.02
H 3.11 1.08 -1.59
H 0.71 -0.01 1.40
```

Calculated values
Net charge = +1
E = -16737.3962 eV
Orbital gap (alpha / beta) = 7.73 / 9.05 eV
Energy above the lowest of the compared OMol25 structures with the same formula, charge and spin = 2.502 eV

No. 8
Molecular formula: C52H44CoF2N5O2S3
Method: DFT, ωB97M-V/def2-TZVPD

Structure (XYZ):
```
109
C52H44CoF2N5O2S3, DFT ωB97M-V/def2-TZVPD
Co -0.03 0.33 -0.26
N 0.07 0.84 1.59
S 0.40 0.36 2.91
N 1.92 0.76 3.48
S 3.17 -0.11 3.22
N 3.30 -0.92 1.91
S 2.95 -0.33 0.39
N 1.61 -0.57 -0.07
C 3.61 1.34 0.35
C 2.74 2.37 0.66
C 3.21 3.68 0.67
C 4.54 3.94 0.38
C 5.40 2.90 0.07
C 4.94 1.59 0.06
C 4.12 -1.25 -0.59
C 3.87 -1.26 -1.96
C 4.80 -1.83 -2.80
C 5.97 -2.38 -2.29
C 6.20 -2.38 -0.92
C 5.27 -1.81 -0.06
C 4.50 1.03 3.42
C 5.79 0.56 3.21
C 6.86 1.39 3.46
C 6.65 2.67 3.96
C 5.36 3.11 4.20
C 4.28 2.29 3.94
C 3.32 -1.36 4.46
C 3.04 -0.99 5.77
C 3.23 -1.91 6.78
C 3.71 -3.18 6.49
C 4.01 -3.53 5.18
C 3.83 -2.61 4.16
C -0.61 1.22 4.10
C -0.12 1.76 5.28
C -1.00 2.40 6.14
C -2.34 2.50 5.82
C -2.82 1.96 4.62
C -1.95 1.32 3.76
C 0.23 -1.37 3.38
C 0.53 -2.34 2.43
C 0.54 -3.67 2.82
C 0.24 -4.02 4.13
C -0.08 -3.04 5.06
C -0.08 -1.70 4.69
H 1.70 2.14 0.88
H 2.53 4.49 0.91
H 4.91 4.96 0.39
H 6.45 3.09 -0.15
H 5.62 0.78 -0.18
H 2.95 -0.81 -2.33
H 4.63 -1.84 -3.87
H 6.70 -2.82 -2.96
H 7.10 -2.83 -0.52
H 5.43 -1.79 1.01
H 5.94 -0.45 2.83
H 7.87 1.04 3.29
H 7.49 3.32 4.16
H 5.20 4.11 4.59
H 3.26 2.61 4.11
H 2.68 0.01 5.97
H 3.00 -1.64 7.80
H 3.85 -3.90 7.29
H 4.39 -4.51 4.96
H 4.04 -2.86 3.12
H 0.94 1.67 5.50
H -0.63 2.82 7.07
H -3.03 2.99 6.49
H -3.87 2.05 4.37
H -2.28 0.90 2.81
H 0.76 -2.05 1.42
H 0.78 -4.43 2.09
H 0.27 -5.06 4.43
H -0.31 -3.32 6.08
H -0.31 -0.93 5.41
C 1.16 1.35 -3.97
C 0.85 1.09 -2.51
O 1.30 1.84 -1.61
O 0.11 0.10 -2.25
H 2.00 2.04 -4.05
H 0.28 1.81 -4.42
H 1.36 0.42 -4.49
F -1.94 -1.19 1.13
C -1.30 -1.26 -0.10
F -0.71 -2.51 -0.12
H -2.08 -1.26 -0.86
N -1.45 1.38 -0.54
C -2.16 2.39 -0.34
C -1.93 3.38 0.77
C -2.99 3.85 1.54
C -2.77 4.71 2.61
C -1.48 5.12 2.91
C -0.41 4.66 2.15
C -0.64 3.80 1.08
C -3.35 2.65 -1.24
C -4.08 1.58 -1.76
C -5.14 1.80 -2.62
C -5.48 3.10 -2.99
C -4.76 4.17 -2.48
C -3.71 3.95 -1.60
H -4.00 3.52 1.31
H -3.60 5.06 3.21
H -1.30 5.80 3.74
H 0.60 4.97 2.40
H 0.18 3.45 0.46
H -3.78 0.58 -1.48
H -5.70 0.96 -3.02
H -6.30 3.27 -3.68
H -5.02 5.18 -2.77
H -3.14 4.78 -1.22
```

Calculated values
E = -141742.7898 eV
Orbital gap = 5.28 eV
Energy above the lowest of the compared OMol25 structures with the same formula, charge and spin = 1.153 eV